No. 1
ORCA calculation (ωB97M-V/def2-TZVPD) on 8 unconnected molecules or ions with the total composition C34H38F2N4O2 in a non-equilibrium geometry.

XYZ file:
```
80
C34H38F2N4O2 | the OMol25 dataset | ωB97M-V/def2-TZVPD
C -22.691 27.228 -4.069
H -22.566 23.286 -4.249
H -23.105 26.533 -4.785
H -24.614 21.336 -7.099
H -20.917 17.473 -9.245
H -21.191 29.678 -1.539
C -17.876 22.380 -7.108
C -22.362 20.465 -9.733
H -18.601 23.131 -0.759
H -24.392 26.911 -2.826
C -22.235 20.954 -8.431
C -19.174 24.470 -2.256
O -23.948 22.189 -3.633
C -20.360 24.884 -9.727
N -21.663 20.296 -7.437
F -22.650 27.290 -8.266
H -23.367 23.878 -11.105
H -18.438 22.684 -6.237
C -16.755 23.108 -7.386
C -15.949 22.662 -8.451
C -18.307 23.987 -1.348
H -20.122 29.347 -3.652
H -22.020 24.765 -6.390
H -25.611 19.581 -8.633
N -17.507 26.098 -3.025
H -15.690 26.018 -1.890
H -20.726 18.599 -6.822
N -17.465 20.920 -9.025
H -15.791 21.146 -10.129
H -16.316 24.095 -0.497
C -21.692 28.981 -2.195
C -25.874 20.624 -8.731
C -21.324 24.106 -10.410
H -25.702 23.161 -4.010
H -20.112 24.000 -2.514
C -21.850 19.211 -10.022
H -18.966 20.533 -7.612
H -25.864 21.713 -3.116
H -20.878 23.440 -6.311
H -27.098 22.900 -10.960
H -23.272 28.249 -0.944
H -15.019 23.114 -8.764
H -26.689 20.562 -10.788
C -22.662 24.341 -10.430
C -18.745 25.559 -3.062
H -24.192 25.653 -9.783
C -18.177 21.234 -7.843
C -16.983 24.514 -1.236
C -22.867 28.272 -1.945
F -20.831 27.913 -5.515
C -21.845 23.785 -5.945
C -25.314 21.578 -7.884
H -22.538 21.982 -8.297
C -23.143 25.414 -9.688
C -16.301 21.513 -9.251
H -22.887 21.101 -10.431
H -19.307 24.697 -9.878
N -25.501 22.920 -7.959
C -25.311 22.145 -3.950
C -21.127 19.086 -7.699
C -21.048 28.849 -3.404
H -26.341 24.377 -9.180
C -22.263 26.172 -8.913
H -16.347 23.881 -6.752
H -19.348 26.091 -3.783
C -16.685 25.616 -2.013
C -26.446 21.126 -9.900
H -21.888 18.734 -10.990
H -20.225 26.571 -8.375
C -26.714 22.520 -10.025
H -22.613 23.132 -6.359
C -23.437 27.407 -2.918
H -20.926 23.399 -11.123
C -20.863 25.876 -8.902
C -21.226 18.474 -8.981
C -21.527 27.988 -4.304
C -26.267 23.313 -9.012
H -25.669 21.618 -4.834
O -21.943 23.941 -4.571
H -23.878 22.601 -2.768
```

Properties
gap between HOMO and LUMO = 0.3481 hartree
total charge = 0
SMILES = Fc1ccccc1.Fc1ccccc1.c1ccncc1.c1ccncc1.c1ccncc1.c1ccncc1.CO.CO
energy relative to the best compared isomer or geometry (same formula, charge and spin) = 52.0 kcal per mole

These are the Löwdin partial charges, in e, on atoms 1 to 5: -0.0155, 0.0252, 0.1047, 0.0850, 0.0927

No. 2
ORCA calculation (ωB97M-V/def2-TZVPD) on a molecular structure, C24H68N2O26P6V in a non-equilibrium geometry.

XYZ file:
```
127
C24H68N2O26P6V | the OMol25 dataset | ωB97M-V/def2-TZVPD
C 10.849 -35.304 -40.678
C 9.190 -30.870 -33.243
O 13.704 -32.180 -34.539
H 5.931 -30.741 -30.831
H 15.569 -34.413 -37.940
H 12.460 -29.246 -36.094
H 16.590 -34.383 -34.074
H 8.397 -32.629 -29.012
C 7.402 -39.444 -37.212
H 16.161 -34.691 -36.239
C 6.680 -35.876 -38.890
H 8.879 -33.745 -30.307
H 5.831 -31.325 -29.207
O 13.718 -37.649 -36.632
H 9.169 -33.000 -40.825
H 8.302 -30.494 -32.734
C 9.431 -31.962 -40.621
C 7.364 -30.067 -36.678
O 7.086 -37.921 -34.432
H 6.748 -38.574 -37.268
H 7.496 -29.750 -37.712
P 12.475 -36.991 -37.386
O 9.612 -38.319 -34.008
H 7.016 -32.786 -34.698
N 7.011 -32.566 -30.499
H 13.743 -30.991 -39.801
H 15.873 -32.938 -33.532
P 9.788 -31.026 -35.863
P 6.900 -33.810 -37.237
H 9.994 -30.704 -32.526
O 6.972 -32.804 -38.452
O 10.544 -33.860 -37.939
O 10.685 -30.062 -36.755
H 7.300 -30.564 -29.861
O 10.338 -32.359 -35.719
O 8.328 -31.091 -36.642
H 13.393 -37.577 -39.979
H 11.482 -36.192 -40.693
H 12.804 -31.871 -40.756
H 9.890 -39.101 -38.303
H 12.537 -29.630 -37.723
H 7.049 -35.995 -34.147
H 9.024 -31.946 -33.286
C 15.305 -34.499 -36.886
H 5.783 -33.449 -40.012
C 6.617 -36.819 -33.580
H 8.297 -39.591 -33.138
P 11.216 -33.158 -39.077
N 11.118 -35.834 -31.889
C 10.763 -36.477 -30.626
O 6.119 -35.077 -37.801
H 9.498 -38.989 -32.088
C 12.963 -31.779 -33.411
O 8.512 -39.152 -36.313
C 6.498 -31.273 -30.067
C 12.515 -35.959 -32.346
C 12.093 -29.993 -36.797
H 9.032 -31.941 -30.459
C 14.019 -36.797 -39.548
H 5.368 -33.157 -31.668
H 6.367 -30.502 -36.744
H 11.092 -35.902 -29.760
H 10.073 -40.146 -33.369
H 5.696 -31.629 -39.635
C 13.435 -32.033 -39.882
H 12.813 -32.648 -32.769
O 11.490 -33.985 -40.487
O 9.481 -30.202 -34.456
H 7.518 -29.137 -36.131
P 8.509 -37.934 -35.182
O 12.743 -32.608 -38.757
C 10.411 -38.183 -38.576
H 11.035 -37.510 -30.408
H 7.717 -35.662 -39.148
H 5.536 -36.677 -33.583
H 5.991 -35.869 -39.735
H 14.348 -36.160 -40.369
H 6.720 -36.928 -38.609
H 12.462 -38.611 -35.141
H 6.869 -36.852 -32.520
H 9.265 -35.021 -32.031
H 13.264 -35.568 -31.658
O 5.687 -33.217 -36.261
H 12.947 -36.958 -32.400
C 6.439 -33.311 -31.467
H 14.796 -37.436 -39.127
C 8.432 -32.774 -30.092
H 12.582 -30.941 -36.573
H 12.023 -31.344 -33.751
C 13.411 -38.099 -35.295
O 8.906 -36.596 -35.731
O 10.480 -31.851 -39.656
H 7.708 -39.678 -38.231
C 9.363 -39.364 -33.103
H 14.694 -35.383 -37.068
H 9.809 -31.478 -41.522
H 5.605 -31.792 -34.881
H 10.385 -35.287 -41.664
O 14.552 -34.556 -34.066
H 9.863 -37.299 -38.250
O 14.588 -33.430 -36.414
V 10.160 -34.665 -35.852
O 7.059 -34.206 -32.072
O 12.288 -34.090 -35.275
H 9.680 -36.363 -30.567
P 13.649 -33.596 -35.086
O 8.118 -34.141 -36.437
C 5.771 -32.653 -39.268
H 14.322 -32.619 -40.124
C 15.752 -34.020 -33.480
H 13.518 -30.982 -32.917
H 10.005 -35.399 -39.996
O 11.545 -36.248 -36.499
H 8.530 -31.421 -40.332
H 14.154 -38.818 -34.950
H 10.515 -38.144 -39.660
C 10.160 -35.246 -32.632
H 4.929 -32.939 -38.638
H 13.484 -37.265 -34.597
O 10.200 -35.120 -33.772
H 12.688 -35.408 -33.270
H 6.660 -40.195 -36.941
C 5.957 -32.820 -34.956
O 11.720 -38.260 -38.070
O 13.104 -36.162 -38.568
H 5.498 -33.480 -34.220
H 15.899 -34.381 -32.462
```

Properties
2S+1 = 4
gap between HOMO and LUMO (alpha / beta) = 0.2960 / 0.3806 hartree
total charge = +2
<S²> = 3.7519

These are the Löwdin partial charges, in e, on atoms 1 to 5: -0.0626, -0.1201, -0.1996, 0.0879, 0.1013

No. 3
ORCA calculation (ωB97M-V/def2-TZVPD) on 6 unconnected molecules or ions with the total composition C16H33O16 in a non-equilibrium geometry.

XYZ file:
```
65
C16H33O16 | the OMol25 dataset | ωB97M-V/def2-TZVPD
H -0.970 -2.942 1.466
O -2.054 -3.494 -0.838
H 4.261 -0.132 -1.519
C 7.894 0.658 -4.755
H -3.280 4.438 2.180
O -2.483 -0.625 4.066
H 0.331 -4.045 0.246
H 0.042 2.758 -0.364
C -2.094 3.786 -1.239
H -3.898 2.845 2.627
H 8.897 0.357 -5.036
O -1.838 3.070 2.645
H 2.215 -0.876 -1.031
O -0.525 -5.049 -1.386
C -0.433 -2.937 2.419
H 0.554 3.329 -1.875
C -3.097 3.368 2.100
H -4.500 -0.341 3.499
H 5.086 1.201 -0.687
O -3.101 4.667 -1.230
C 1.416 -0.768 -0.265
C 0.577 -4.435 -0.743
H 1.862 -1.160 0.682
H 0.527 -2.479 2.165
H 0.313 0.115 2.487
C 0.203 3.696 -0.908
O -1.062 -2.039 3.319
H -3.171 3.102 1.044
H -5.139 4.776 -0.906
C -3.692 0.120 4.065
H -0.245 -3.954 2.761
H 1.790 1.001 2.418
O -0.985 4.451 -0.975
C 6.336 0.396 -2.991
O -2.183 2.601 -1.342
O -1.221 1.342 1.312
O -0.034 2.028 3.091
H 1.249 0.322 -0.120
C -1.079 2.022 2.283
H 1.222 0.644 3.969
H -4.033 -3.969 -2.342
H 7.904 1.755 -4.747
H 7.138 0.430 -5.506
O -2.574 -5.394 -1.932
O 0.238 -1.282 -0.752
H 1.371 -5.151 -0.531
H -4.649 4.107 -2.461
C -2.175 -1.387 3.005
H -4.487 3.164 -0.923
H 5.308 -0.490 -0.111
H 0.999 -3.548 -1.219
H -4.448 -5.256 -1.107
O 6.350 -0.067 -1.750
C -3.924 -5.007 -2.029
H 1.004 4.218 -0.392
H -3.993 0.089 5.113
O -2.751 -1.413 1.963
C -4.403 4.141 -1.399
C -1.719 -4.500 -1.391
C 5.158 0.152 -0.974
O 7.578 0.213 -3.456
C 0.856 0.920 2.980
H -4.409 -5.566 -2.834
O 5.437 0.885 -3.596
H -3.466 1.138 3.758
```

Properties
gap between HOMO and LUMO = 0.1768 hartree
total charge = -1

These are the Löwdin partial charges, in e, on atoms 1 to 5: 0.0718, 0.1553, 0.0755, -0.0653, 0.0988

No. 4
ORCA calculation (ωB97M-V/def2-TZVPD) on a molecular structure, C32H36F4O16S4 in a non-equilibrium geometry.

XYZ file:
```
92
C32H36F4O16S4 | the OMol25 dataset | ωB97M-V/def2-TZVPD
H 20.631 9.418 13.860
C 15.605 16.062 7.882
H 17.336 18.009 13.281
H 18.667 14.479 20.476
C 19.068 8.065 14.519
H 19.382 7.229 13.913
C 15.917 15.750 10.252
O 19.611 14.443 11.381
C 13.171 9.395 11.517
C 13.428 8.867 12.819
H 16.843 12.348 12.245
O 18.261 17.340 17.315
O 17.900 13.992 17.275
S 14.858 12.985 14.938
C 20.192 15.246 12.422
F 17.303 6.665 15.295
S 19.510 14.100 17.270
H 15.657 17.378 13.703
O 21.984 13.999 11.416
C 15.730 9.194 12.376
H 17.610 14.225 14.451
C 17.609 8.950 16.132
C 21.756 14.922 12.448
H 15.869 16.580 6.972
O 17.116 16.964 15.062
H 16.769 8.795 16.792
C 8.297 10.823 17.488
O 15.580 11.912 13.906
C 16.790 12.447 13.329
C 14.173 9.827 10.646
H 11.103 12.732 17.334
C 19.810 9.298 14.552
C 18.423 14.857 19.484
H 14.457 14.595 6.825
H 14.879 8.514 14.267
H 16.731 9.215 12.780
H 15.097 13.775 10.912
C 16.352 19.121 14.775
O 19.955 14.915 16.187
C 14.749 14.117 8.938
O 20.520 12.701 9.737
O 15.528 14.287 14.121
H 16.440 14.242 18.829
C 8.252 10.438 16.178
C 9.346 11.645 17.965
F 11.927 9.564 11.122
C 15.465 9.656 11.050
O 19.618 14.889 18.747
O 20.279 12.097 12.158
H 18.087 15.884 19.625
H 19.741 15.035 13.392
C 19.436 10.337 15.331
C 18.321 10.164 16.135
C 10.358 12.013 17.029
O 15.421 12.888 16.247
H 17.599 12.952 18.903
F 9.311 12.244 19.188
C 14.725 8.829 13.245
C 17.977 7.826 15.344
H 13.906 10.313 9.719
H 16.333 9.928 10.467
O 20.139 12.753 17.370
C 15.296 14.514 10.151
C 14.823 14.926 7.786
H 20.016 11.243 15.420
H 22.069 14.499 13.403
H 9.131 10.587 14.206
S 20.557 13.135 11.124
C 17.478 13.994 18.607
O 19.607 17.909 15.288
H 15.345 18.974 15.168
O 17.372 19.128 15.815
F 16.423 16.184 11.402
H 7.465 10.505 18.099
S 18.304 17.766 15.969
C 9.243 10.853 15.247
H 18.044 10.985 16.779
H 22.268 15.840 12.159
H 19.973 16.288 12.192
H 7.423 9.908 15.733
H 11.048 12.015 15.015
H 16.808 17.326 9.028
C 10.407 11.544 15.745
C 16.863 13.983 13.694
C 16.609 17.774 14.058
O 13.413 12.916 14.809
H 14.289 13.155 8.763
H 16.480 19.995 14.137
H 17.546 11.745 13.681
H 17.151 14.648 12.880
H 12.675 8.477 13.487
C 16.197 16.438 9.080
```

Properties
gap between HOMO and LUMO = 0.3309 hartree
total charge = 0

These are the Löwdin partial charges, in e, on atoms 1 to 5: 0.1024, -0.0931, 0.1229, 0.1341, -0.0101

No. 5
ORCA calculation (ωB97M-V/def2-TZVPD) on a gas-phase ion, C2H6IN2S (charge +1) in a non-equilibrium geometry.

XYZ file:
```
12
C2H6IN2S | the OMol25 dataset | ωB97M-V/def2-TZVPD
H 0.597 1.449 -1.307
H -0.998 -0.451 0.365
S -1.165 2.400 0.512
I 2.861 -0.160 -0.360
H -1.321 0.982 -1.466
H 1.651 -2.524 0.968
H -0.245 -2.291 1.041
N -0.137 -0.135 -0.181
N 0.731 -2.017 0.761
C 0.897 -0.820 0.243
H -2.473 2.383 0.137
C -0.397 1.183 -0.716
```

Properties
gap between HOMO and LUMO = 0.3320 hartree
total charge = +1
SMILES = N/C(I)=[NH+]/CS
energy relative to the best compared isomer or geometry (same formula, charge and spin) = 9.0 kcal per mole

These are the Löwdin partial charges, in e, on atoms 1 to 5: 0.0868, 0.1730, 0.7061, 1.0044, 0.1341

No. 6
ORCA calculation (ωB97M-V/def2-TZVPD) on a single C5H7NO molecule.

XYZ file:
```
14
C5H7NO | the OMol25 dataset | ωB97M-V/def2-TZVPD
C 1.381 -1.212 -0.547
H 0.768 2.649 -0.245
H 2.634 0.665 -0.584
C -1.807 0.120 0.577
H -2.348 -0.826 0.646
C 0.515 0.783 -0.021
H -1.786 0.590 1.564
O 0.181 2.074 0.258
H -2.335 0.784 -0.115
H 2.066 -1.992 -0.850
N -0.465 -0.154 0.114
C 0.067 -1.387 -0.207
H -0.551 -2.273 -0.170
C 1.680 0.179 -0.422
```

Properties
gap between HOMO and LUMO = 0.3121 hartree
total charge = 0
SMILES = Cn1cccc1O
energy relative to the best compared isomer or geometry (same formula, charge and spin) = 14.9 kcal per mole

These are the Löwdin partial charges, in e, on atoms 1 to 5: -0.1075, 0.1140, 0.0975, -0.0175, 0.0885

No. 7
ORCA calculation (ωB97M-V/def2-TZVPD) on a single C7H9ClO molecule in a non-equilibrium geometry.

XYZ file:
```
18
C7H9ClO | the OMol25 dataset | ωB97M-V/def2-TZVPD
C 2.992 -1.548 0.242
H -0.888 2.502 0.834
H -1.751 2.982 -0.797
Cl -3.048 -1.332 -0.094
C -1.759 2.256 0.159
C -1.201 0.845 0.035
H -1.380 -0.626 -1.602
H -2.813 2.225 0.601
H 3.535 -0.961 0.952
C 0.755 -0.591 0.882
C -2.230 -0.237 -1.094
H 2.689 -2.562 0.818
O 1.823 -0.028 -1.200
C 1.891 -0.681 -0.178
H 0.874 -1.081 1.946
H 3.782 -1.695 -0.523
C -0.230 0.176 0.510
H -3.042 0.357 -1.491
```

Properties
gap between HOMO and LUMO = 0.3426 hartree
total charge = 0
SMILES = CC(=O)C=C=C(C)CCl
energy relative to the best compared isomer or geometry (same formula, charge and spin) = 96.8 kcal per mole

These are the Löwdin partial charges, in e, on atoms 1 to 5: -0.0512, 0.0833, 0.1213, 0.5883, -0.0824

No. 8
ORCA calculation (ωB97M-V/def2-TZVPD) on a molecular structure, C27H23BrN5O2Pt in a non-equilibrium geometry.

XYZ file:
```
59
C27H23BrN5O2Pt | the OMol25 dataset | ωB97M-V/def2-TZVPD
C 0.186 -4.625 -2.790
C 0.075 -6.662 -4.072
H 5.454 -2.087 1.719
H 1.882 -5.825 -3.289
C 0.810 -5.711 -3.378
N -3.241 -0.485 1.235
H -3.702 -2.081 -0.700
H -3.004 -5.339 -3.669
H -1.301 2.675 1.934
H -0.040 4.962 -1.210
H -2.163 4.952 1.419
C -2.851 4.134 1.594
Br 0.074 -1.619 -1.334
H 4.041 -0.074 1.404
Pt -0.458 -0.304 0.796
C 2.408 -3.477 2.229
C -2.362 2.861 1.858
N -2.369 -0.912 0.333
C 3.789 -3.381 2.110
H -4.230 -0.654 1.129
H -3.267 0.024 3.233
C 1.616 -2.359 2.065
C -0.147 2.906 -0.601
C -2.749 0.376 2.329
N 0.321 1.930 0.161
H 2.691 3.621 1.829
C -3.227 1.806 2.081
H -6.331 1.273 2.427
H 0.544 -2.410 2.206
N 1.401 -0.003 1.558
H 0.783 -3.913 -2.242
C -1.300 -6.515 -4.193
C 1.388 4.477 0.333
H -1.881 -7.242 -4.744
H 1.953 -4.428 2.470
C -1.698 -2.392 -1.440
C -1.204 -4.477 -2.877
N 1.929 1.131 1.649
C 2.208 -1.125 1.766
H -6.167 3.487 1.828
H 0.568 -7.519 -4.511
H 4.409 -4.254 2.262
H -3.053 -3.693 -2.185
C -4.217 4.354 1.569
O -1.401 0.209 2.512
C 1.352 2.179 0.991
C -5.097 3.312 1.825
C 4.379 -2.157 1.817
H -0.976 2.653 -1.252
O -5.425 0.969 2.310
C 0.364 4.194 -0.566
H -4.605 5.343 1.366
C 3.601 -1.032 1.646
C -2.674 -1.745 -0.599
C -4.602 2.042 2.078
C -1.928 -5.441 -3.593
H 1.786 5.479 0.405
C 1.884 3.467 1.126
C -1.988 -3.475 -2.173
```

Properties
gap between HOMO and LUMO = 0.2314 hartree
total charge = +1
energy relative to the best compared isomer or geometry (same formula, charge and spin) = 0.0 kcal per mole

These are the Löwdin partial charges, in e, on atoms 1 to 5: -0.0513, -0.0636, 0.1137, 0.1102, -0.0673